(1)
This record from the Open Molecules 2025 dataset describes the ion C5H11N2O with charge +1. The level of theory is ωB97M-V with the def2-TZVPD basis set.

XYZ file:
```
19
Properties=species:S:1:pos:R:3:forces:R:3:nbo_charge:R:1
C -2.67074 -0.09948 0.00334 0.214 1.602 -0.613 0.573
C -1.55812 0.99000 -0.13604 -1.338 -0.103 -0.192 -0.322
C 0.16392 -0.68688 -0.51867 -1.776 -0.944 -0.107 0.205
C 1.03058 -1.71174 0.03520 0.601 -0.204 0.189 -0.728
C 0.81192 1.53837 0.14737 0.667 0.693 0.032 -0.422
N -2.18426 -1.27373 0.35018 2.040 -0.967 0.647 -0.544
N -0.22074 0.47215 0.24936 0.032 0.155 0.402 -0.411
O -3.83344 0.21071 -0.12035 -0.075 0.041 -0.007 -0.476
H -1.54856 1.32092 -1.17690 0.225 -0.009 0.082 0.250
H -1.82682 1.84005 0.49385 0.190 -0.073 -0.024 0.261
H -0.03973 -0.63374 -1.57854 -0.028 0.282 -0.029 0.227
H 0.93700 -1.81229 1.11601 -0.041 -0.033 0.011 0.247
H 2.08469 -1.49687 -0.19853 -0.019 0.048 0.052 0.269
H 0.83146 -2.67296 -0.44298 -0.096 0.073 0.059 0.286
H 1.76561 1.17892 0.52864 -0.087 -0.134 0.007 0.242
H 0.93230 1.83560 -0.89368 -0.130 -0.133 0.013 0.241
H 0.50632 2.40843 0.72583 -0.108 -0.106 0.037 0.249
H -2.74399 -2.10074 0.19732 -0.301 -0.174 -0.344 0.397
H -0.29720 0.17456 1.23277 0.031 -0.013 -0.214 0.457
```
Positions in Å, forces in eV/Å.

Summary:
Highest occupied orbital energy (alpha / beta) = -13.397 / -14.385 eV
Molecular weight = 115.16 g mol⁻¹
HOMO-LUMO gap (alpha / beta) = 6.9497 / 9.2459 eV
Charge = +1
Energy = -10380.896 eV
Energy relative to the best compared isomer or geometry (same formula, charge and spin) = 454.35 kJ/mol

---

(2)
This record from the Open Molecules 2025 dataset describes the molecule C6H12. The level of theory is ωB97M-V with the def2-TZVPD basis set.

XYZ file:
```
18
Properties=species:S:1:pos:R:3:forces:R:3:nbo_charge:R:1
C -1.94077 0.46712 0.68401 -0.013 0.068 -0.007 -0.609
C -1.34489 -0.92459 0.47619 -0.029 -0.068 -0.008 -0.390
C 0.18819 -0.95226 0.50367 0.047 0.017 0.033 -0.392
C 0.83975 -0.31372 -0.70534 -0.087 -0.104 -0.041 -0.227
C 2.19905 0.31903 -0.60519 0.207 -0.053 0.021 -0.420
C 0.98738 1.17755 -0.83320 -0.087 0.176 -0.009 -0.428
H -1.62014 1.16034 -0.09953 -0.075 -0.111 0.108 0.207
H -1.62540 0.88433 1.64873 -0.043 -0.055 -0.140 0.198
H -3.03549 0.43622 0.67586 0.150 -0.010 0.009 0.208
H -1.72648 -1.59911 1.25377 0.059 0.093 -0.105 0.199
H -1.69472 -1.33383 -0.48166 0.057 0.042 0.121 0.194
H 0.52742 -1.99516 0.56991 -0.035 0.153 0.001 0.208
H 0.54597 -0.45545 1.41784 -0.052 -0.023 -0.134 0.194
H 0.64006 -0.83947 -1.63915 0.023 0.099 0.132 0.209
H 2.66201 0.36291 0.37804 -0.098 -0.037 -0.151 0.210
H 2.90222 0.18257 -1.42176 -0.137 0.022 0.116 0.213
H 0.84662 1.62414 -1.81400 0.042 -0.073 0.167 0.215
H 0.64922 1.79938 -0.00818 0.071 -0.135 -0.114 0.212
```
Positions in Å, forces in eV/Å.

Summary:
Highest occupied orbital energy = -10.115 eV
Molecular weight = 84.16 g mol⁻¹
HOMO-LUMO gap = 11.4090 eV
Charge = 0
Energy = -6415.908 eV
SMILES = CCCC1CC1
Energy relative to the best compared isomer or geometry (same formula, charge and spin) = 99.68 kJ/mol

---

(3)
This record from the Open Molecules 2025 dataset describes a structure of composition C42H105N7O16Sr2. The level of theory is ωB97M-V with the def2-TZVPD basis set.

XYZ file:
```
172
Properties=species:S:1:pos:R:3:forces:R:3:lowdin_charge:R:1
Sr -22.10375 12.80717 -11.28240 0.696 1.078 1.251 1.591
Sr -12.63564 13.61046 -11.67316 -0.939 0.961 0.133 1.569
C -17.01873 14.75316 -10.40833 3.644 -1.719 -0.294 -0.001
C -18.31449 14.52242 -10.10454 -2.180 2.339 0.698 -0.339
C -18.85136 13.13134 -9.76613 -1.883 -1.171 0.051 -0.343
O -20.07584 12.89348 -9.52204 -0.337 1.518 -0.463 -0.122
C -18.01906 12.05151 -9.84202 2.867 -0.285 -0.005 0.009
C -16.67708 12.22128 -10.26238 -1.225 2.264 0.035 -0.320
C -16.10180 13.69986 -10.38588 -0.209 -0.529 -1.220 -0.288
O -14.87982 13.83270 -10.68607 -0.298 -0.621 0.414 -0.203
O -15.97694 11.30214 -10.67476 0.653 -1.040 -0.105 -0.033
O -19.02997 15.56082 -10.05512 -1.011 -1.172 0.368 -0.022
H -16.60958 15.73403 -10.60153 -0.458 0.245 0.100 0.109
H -18.25190 11.02112 -9.61389 -0.806 0.130 -0.014 0.111
C -19.35981 9.30353 -7.44416 -1.215 -0.283 0.201 -0.138
O -20.37252 8.33546 -7.11315 0.279 -0.179 -0.132 -0.122
H -18.50377 9.37423 -6.77372 -0.011 -0.544 0.153 0.071
H -19.08190 8.93409 -8.43031 0.532 0.548 -0.032 0.058
H -19.78860 10.30730 -7.47672 -0.003 0.112 -0.397 0.074
H -20.93431 8.52982 -6.35916 0.405 0.428 0.205 0.078
C -15.78600 12.59597 -6.55432 -0.958 -0.377 0.524 -0.153
O -15.05248 13.60214 -5.87465 0.174 -0.063 -0.794 -0.095
H -16.83579 12.62726 -6.24929 -0.120 -0.093 0.325 0.071
H -15.88084 12.63549 -7.64146 0.787 0.395 -0.185 0.063
H -15.38786 11.62238 -6.27094 0.111 0.095 -0.053 0.070
H -15.17219 14.42463 -6.35850 -0.020 0.156 0.139 0.073
C -18.11061 7.21076 -12.65392 -1.237 -0.276 0.675 -0.065
C -18.08515 8.01867 -11.34412 0.121 0.020 -1.128 -0.268
O -18.07928 9.38361 -11.79924 -0.022 0.233 0.583 -0.127
H -17.23868 7.35327 -13.28868 0.150 -0.263 0.314 0.073
H -18.97855 7.52271 -13.24006 0.052 0.629 -0.010 0.069
H -18.42065 6.17645 -12.49688 0.882 -0.282 0.170 0.078
H -17.22638 7.85576 -10.69136 0.312 -0.225 -0.353 0.106
H -18.94245 7.82306 -10.69644 -0.336 -0.042 -0.276 0.096
H -17.53664 9.87889 -11.17388 0.204 0.317 -0.131 0.032
C -20.60000 13.93742 -5.18161 0.690 0.370 1.138 -0.075
C -19.66579 14.28944 -6.34817 -1.160 -0.746 1.200 -0.304
O -20.22261 15.35487 -7.08356 0.087 0.142 -0.382 -0.086
H -20.11087 13.28435 -4.45432 0.158 -0.774 -0.593 0.075
H -21.57801 13.52717 -5.42960 0.091 0.044 -0.267 0.055
H -20.71931 14.75041 -4.46125 -0.415 0.677 -0.635 0.081
H -19.61288 13.39010 -6.96544 0.447 0.033 -0.195 0.093
H -18.69920 14.55738 -5.91678 0.229 -0.065 -0.208 0.106
H -19.73338 15.37768 -7.91528 -0.139 0.274 -0.320 0.040
C -14.77104 8.45341 -6.91957 0.190 0.794 -0.278 -0.062
C -15.65343 9.24227 -7.92207 0.647 -0.323 1.839 -0.319
O -14.79131 10.12666 -8.58747 0.567 0.008 -0.564 -0.101
H -15.31277 7.64058 -6.43913 0.123 0.032 0.023 0.077
H -14.35188 9.14296 -6.18410 -0.583 0.111 0.377 0.065
H -13.82660 8.11871 -7.35147 -0.406 -0.534 -0.611 0.074
H -16.35403 9.83978 -7.33448 -0.301 -0.050 0.081 0.079
H -16.25771 8.54152 -8.50201 0.275 0.122 -0.701 0.098
H -15.26668 10.70493 -9.20025 -0.148 -0.428 -0.070 0.020
C -17.13108 19.30762 -8.88474 0.180 0.759 0.008 -0.045
C -17.58972 18.77561 -7.50184 -0.527 -0.631 -0.906 -0.385
C -19.10640 18.92892 -7.32600 -0.117 0.109 1.464 -0.197
O -19.57414 20.27308 -7.13779 0.478 -1.009 -1.996 -0.171
C -19.61794 20.73470 -5.83992 -1.248 -0.492 1.389 -0.135
N -17.25844 17.34200 -7.45985 0.099 -0.801 -0.342 0.031
H -17.82770 19.99201 -9.37204 -0.492 -0.112 0.379 0.077
H -16.96469 18.50946 -9.60886 0.009 -0.255 0.239 0.052
H -16.23231 19.92606 -8.86339 0.296 -0.335 0.323 0.069
H -17.06545 19.20325 -6.64773 -0.036 0.476 -0.223 0.138
H -19.37185 18.28708 -6.47880 0.004 0.400 0.690 0.111
H -19.68075 18.37318 -8.07112 0.149 0.730 -0.898 0.112
H -20.24020 20.04901 -5.25384 0.282 -0.356 0.358 0.085
H -20.24458 21.62533 -5.78785 0.600 0.426 -0.366 0.093
H -18.66003 20.85116 -5.33049 0.137 0.195 -0.204 0.091
H -17.81137 16.85382 -8.15619 0.099 0.141 -0.622 0.034
H -17.56416 16.84573 -6.63062 0.080 0.601 0.602 0.060
C -14.65214 18.07927 -11.89306 2.385 0.314 -1.409 -0.021
C -13.29310 17.24903 -11.78561 -1.560 0.489 0.853 -0.375
C -12.04411 18.00262 -11.22386 -1.018 1.246 -1.287 -0.165
O -11.69622 19.06701 -12.12235 -1.197 -1.012 -0.367 -0.194
C -10.58041 19.83704 -11.75984 -0.086 -0.178 0.125 -0.097
N -13.57103 16.20661 -10.81250 1.672 -0.578 0.937 -0.018
H -14.79120 18.82912 -11.11518 0.180 -0.236 0.228 0.074
H -15.51680 17.41993 -11.94764 0.109 -0.051 -0.066 0.055
H -14.49802 18.61622 -12.83119 -0.742 0.310 -0.049 0.078
H -13.03200 16.76497 -12.72917 -0.100 0.353 -0.344 0.119
H -11.21640 17.31193 -11.05404 0.102 -0.077 -0.063 0.101
H -12.35481 18.43980 -10.27104 0.134 -0.008 0.309 0.132
H -9.73881 19.14156 -11.74900 0.465 0.450 0.604 0.089
H -10.81108 20.37832 -10.83993 0.544 -0.269 0.397 0.094
H -10.38110 20.61425 -12.49684 -0.256 -0.286 -0.310 0.094
H -14.48001 15.76620 -10.79230 -0.181 0.288 -0.471 0.023
H -13.48640 16.72179 -9.94351 -0.079 -0.632 0.584 0.092
C -14.60349 9.98528 -14.14007 -0.832 0.318 -1.574 -0.040
C -14.03681 11.36235 -13.83479 0.320 0.050 1.179 -0.379
C -14.92858 12.53671 -14.30062 0.707 -1.799 -0.141 -0.195
O -14.37425 13.76742 -13.87482 -0.777 0.480 0.044 -0.239
C -15.37656 14.77759 -14.06702 -0.230 0.790 -0.217 -0.067
N -13.80442 11.41361 -12.35428 0.065 0.288 -0.928 -0.059
H -15.11963 10.01775 -15.10386 0.141 -0.102 -0.260 0.084
H -15.40832 9.70227 -13.46033 0.259 0.054 0.413 0.078
H -13.86338 9.19263 -14.23945 0.100 0.131 0.345 0.092
H -13.04991 11.52955 -14.27177 -0.051 -0.259 -0.481 0.136
H -15.96667 12.38200 -13.99593 -0.052 0.256 0.591 0.121
H -14.96223 12.44773 -15.38942 0.127 0.421 -0.190 0.139
H -15.78199 14.76340 -15.08038 0.087 -0.378 -0.118 0.101
H -15.00809 15.79804 -13.95863 0.650 -0.255 0.249 0.086
H -16.21160 14.69352 -13.36850 0.075 -0.414 0.207 0.084
H -14.73647 11.44167 -11.95768 -0.179 0.280 0.677 0.028
H -13.49561 10.48981 -12.07419 0.307 -0.092 0.022 0.093
C -11.94324 12.36950 -7.19252 0.811 1.005 0.935 -0.031
C -12.03513 13.17255 -8.51279 0.799 -0.766 0.817 -0.394
C -10.68025 13.79524 -8.90399 -1.235 0.440 1.012 -0.169
O -10.77138 14.61432 -10.07849 -1.019 -1.272 0.571 -0.323
C -9.51321 15.06434 -10.48165 0.303 0.246 -0.923 -0.097
N -12.32260 12.23914 -9.58980 -0.895 -0.395 -0.917 -0.072
H -11.71751 12.97676 -6.31224 -0.059 0.582 -0.208 0.088
H -11.08050 11.70068 -7.18470 -0.221 -0.429 -0.447 0.088
H -12.85229 11.86737 -6.86408 -0.096 -0.211 -0.737 0.071
H -12.81509 13.92840 -8.41420 -0.079 0.018 -0.328 0.143
H -10.03267 12.93149 -9.06679 0.612 0.326 0.062 0.137
H -10.39078 14.46516 -8.09317 0.594 -0.335 0.123 0.147
H -9.02352 15.69286 -9.73688 -0.055 0.014 0.042 0.110
H -9.73774 15.63334 -11.38476 0.534 0.229 0.007 0.088
H -8.87423 14.21848 -10.74427 0.221 0.042 0.063 0.102
H -13.21802 11.78551 -9.44216 -0.233 -0.052 0.114 0.066
H -11.66596 11.46761 -9.59935 0.262 0.001 0.283 0.106
C -24.08637 12.20779 -6.98548 0.214 -1.914 0.315 -0.035
C -23.22287 12.08126 -8.25102 -0.681 0.218 0.829 -0.401
C -23.22008 10.67546 -8.84097 0.177 -0.046 0.184 -0.165
O -22.32760 10.64983 -9.96582 0.030 -0.219 -0.265 -0.342
C -21.76967 9.36142 -10.26736 -0.294 -0.322 -0.363 -0.053
N -23.68736 13.11359 -9.21234 0.659 -0.586 -0.301 -0.029
H -24.99043 11.62730 -7.18089 -0.603 0.731 0.058 0.088
H -24.23966 13.21092 -6.59282 -0.208 0.086 -0.555 0.079
H -23.68070 11.64235 -6.14283 0.446 0.010 -0.025 0.083
H -22.18477 12.21933 -7.94230 0.167 0.700 -0.520 0.129
H -24.19564 10.30917 -9.16806 -0.203 0.134 0.061 0.141
H -22.83671 9.99038 -8.08279 -0.032 -0.062 0.067 0.134
H -20.96132 9.06626 -9.59966 -0.001 0.360 0.110 0.070
H -21.42949 9.37366 -11.30264 0.261 0.249 0.096 0.080
H -22.50827 8.55805 -10.24404 -0.334 0.199 0.253 0.107
H -24.67306 13.00277 -9.42514 -0.221 -0.474 0.167 0.103
H -23.69687 13.99113 -8.69923 0.173 0.513 -0.158 0.042
C -21.96314 17.87294 -10.51743 -0.587 0.754 -1.004 -0.057
C -22.29316 16.73439 -9.61698 -0.609 0.694 1.087 -0.439
C -23.77077 16.64387 -9.21303 0.040 0.507 -0.730 -0.173
O -24.06980 15.80266 -8.11594 0.481 -0.724 -1.817 -0.223
C -23.43418 16.11498 -6.90294 -1.639 0.635 0.922 -0.082
N -21.87971 15.43431 -10.16720 0.140 0.137 0.446 0.021
H -22.39342 17.73679 -11.51265 0.417 -0.191 -0.290 0.086
H -20.88114 18.00658 -10.50785 0.013 -0.002 -0.522 0.083
H -22.39868 18.82738 -10.21852 0.039 -0.090 0.504 0.094
H -21.65065 16.97550 -8.76508 -0.307 -0.425 0.586 0.118
H -24.23440 16.26214 -10.12574 -0.389 -0.498 0.249 0.127
H -24.29096 17.59123 -9.05403 0.552 0.421 0.164 0.135
H -22.78849 15.29732 -6.58873 0.224 0.376 0.122 0.067
H -24.32475 16.23946 -6.28092 0.468 -0.389 0.935 0.101
H -22.99859 17.11375 -6.86119 0.621 -0.245 -0.372 0.103
H -20.91648 15.60691 -10.44512 0.310 -0.304 -0.104 0.020
H -21.72015 14.96556 -9.27911 0.197 -0.884 -0.130 0.047
C -18.96193 11.57468 -14.59621 0.984 1.646 -0.460 -0.040
C -19.47638 12.44891 -13.45528 -0.990 0.158 -0.385 -0.379
C -20.57061 13.47336 -13.93092 1.085 -1.586 -1.993 -0.246
O -20.96194 14.41829 -13.03362 0.045 1.396 1.475 -0.281
C -20.31173 15.66490 -13.23740 0.298 1.226 0.005 -0.052
N -20.17557 11.57126 -12.51134 -0.091 -0.588 -0.254 -0.043
H -18.24634 10.82439 -14.26022 -0.416 -0.281 0.239 0.078
H -18.35782 12.25132 -15.20672 -0.047 -0.141 -0.493 0.081
H -19.75137 11.17123 -15.23018 -0.030 -0.185 0.154 0.098
H -18.64137 12.94706 -12.95931 -0.098 0.223 0.089 0.138
H -21.50182 12.96195 -14.19939 0.125 -0.742 -0.113 0.130
H -20.27173 13.92884 -14.87824 0.212 0.114 -0.022 0.137
H -20.49442 16.07397 -14.23313 -0.324 -0.363 -0.193 0.105
H -19.22508 15.63252 -13.13820 0.049 -0.477 0.290 0.099
H -20.67742 16.42050 -12.54465 -0.131 -0.400 0.215 0.074
H -20.66735 11.01493 -13.20716 -0.676 -0.442 0.256 0.083
H -19.49901 10.87222 -12.21158 0.203 -0.076 0.747 0.054
```
Positions in Å, forces in eV/Å.

Summary:
Highest occupied orbital energy = -12.108 eV
Molecular weight = 1139.57 g mol⁻¹
HOMO-LUMO gap = 7.5425 eV
Charge = +2
Energy = -90107.003 eV

---

Which value of charge does entry 2 give?
0